No. 1
# C23H21CsN6O11

A structure of composition C23H21CsN6O11 (ωB97M-V/def2-TZVPD, the Open Molecules 2025 dataset).

```
62
Properties=species:S:1:pos:R:3:forces:R:3:mulliken_charge:R:1
Cs -0.36206 0.37305 -0.19655 0.32 -0.54 0.05 1.06
O 3.09769 -4.11095 -1.68247 0.05 0.02 0.01 -0.70
C 2.40621 -3.18849 -1.24906 -0.13 -0.11 0.00 0.16
N 1.63441 -2.29403 -1.88986 -0.01 0.04 0.00 -0.22
C 1.67167 -2.23853 -3.24100 0.12 0.12 0.00 0.15
O 2.45455 -2.74145 -4.04441 -0.04 -0.05 -0.01 -0.66
C 0.56285 -1.37528 -3.83721 -0.02 -0.04 0.01 0.19
C 0.07617 -1.68842 -5.10392 0.02 -0.01 0.00 -0.44
C -0.96091 -0.93922 -5.63160 -0.02 0.02 -0.01 -0.37
C -1.47089 0.12179 -4.89589 0.06 -0.07 -0.02 -0.63
C -0.89659 0.37954 -3.66192 -0.06 0.13 -0.01 -0.03
N 0.08886 -0.34711 -3.13794 -0.09 0.02 -0.02 -0.26
C 2.36317 -3.07057 0.28126 0.04 0.07 -0.01 0.30
C 3.39554 -3.68053 0.99520 0.01 -0.01 0.01 -0.51
C 3.39248 -3.62286 2.37479 0.00 0.00 -0.01 -0.45
C 2.34149 -2.97883 3.01207 0.00 -0.01 0.00 -0.80
C 1.35294 -2.40964 2.22621 0.02 -0.01 -0.01 0.03
N 1.36295 -2.43464 0.89178 0.00 0.04 0.03 -0.06
H 0.52292 -2.51617 -5.63639 0.01 0.00 0.00 0.44
H -1.37086 -1.18142 -6.60572 0.00 0.00 0.00 0.38
H -2.28969 0.73571 -5.24523 0.00 0.00 0.00 0.45
H -1.26486 1.20537 -3.06021 -0.07 0.03 -0.02 0.36
H 4.16445 -4.19070 0.43350 0.00 0.00 0.00 0.47
H 4.19054 -4.08002 2.94886 0.00 0.00 0.00 0.39
H 2.27930 -2.92098 4.09118 0.00 -0.01 -0.01 0.46
H 0.50629 -1.91598 2.69372 -0.01 0.00 -0.01 0.35
O -1.73179 3.40576 2.79805 0.07 -0.03 0.02 -0.80
C -1.40662 3.35438 1.59244 0.01 0.02 0.03 0.47
O -0.35426 2.84481 1.12109 -0.06 0.10 0.15 -0.83
C -2.35356 4.00050 0.59104 0.00 0.00 -0.01 0.30
C -2.76287 5.27914 0.80280 0.00 0.03 0.00 -0.24
C -3.58186 5.94854 -0.13428 0.01 -0.02 0.00 -0.46
C -3.98501 5.31040 -1.28874 -0.01 0.01 -0.01 -0.26
C -3.58094 4.01240 -1.51887 -0.02 -0.03 0.05 -0.30
C -2.80214 3.23692 -0.56785 -0.01 0.00 -0.04 0.41
O -2.58797 2.01614 -0.68300 -0.11 0.14 -0.09 -0.72
N -4.00908 3.42516 -2.77114 0.08 0.12 -0.08 0.81
O -5.04309 3.84424 -3.28721 -0.03 -0.05 0.02 -0.65
O -3.30928 2.57640 -3.29628 -0.02 -0.05 0.02 -0.54
N -3.98284 7.30359 0.09235 0.01 0.01 0.00 1.01
O -3.61015 7.86290 1.11923 0.00 0.00 0.00 -0.68
O -4.68533 7.86761 -0.74480 -0.01 -0.01 0.00 -0.69
H -2.45734 5.79343 1.70313 0.00 -0.01 0.00 0.50
H -4.60146 5.82170 -2.01156 0.00 -0.01 0.00 0.55
C -2.30079 -2.80707 1.11937 -0.01 0.03 0.05 -0.13
O -2.65559 -2.81859 2.48965 0.01 -0.01 -0.02 -0.56
H -2.72526 -3.70079 0.66168 0.01 -0.01 0.00 0.28
H -1.21794 -2.82829 0.96348 0.01 0.00 -0.01 -0.02
H -2.71493 -1.93826 0.59364 -0.03 0.02 0.02 0.09
H -2.23647 -2.05725 2.92347 -0.02 0.00 -0.01 0.45
C 1.00379 2.05522 4.16106 -0.07 -0.01 0.00 -0.59
N 0.44063 0.72356 4.29127 0.02 -0.02 0.03 0.24
C 1.18572 -0.23727 5.06947 0.03 0.01 0.01 -1.17
C -0.72858 0.38467 3.71821 -0.02 0.02 0.00 -0.10
O -1.22018 -0.74269 3.80115 0.04 0.06 -0.06 -0.85
H 1.18342 2.47438 5.15643 0.00 0.00 -0.01 0.28
H 0.30932 2.69272 3.61606 -0.04 0.00 -0.06 0.10
H 1.95434 2.01166 3.62255 -0.01 0.01 0.00 0.28
H 1.35296 0.15012 6.07888 0.00 -0.01 0.01 0.43
H 2.15773 -0.43433 4.60889 -0.01 0.01 0.01 0.35
H 0.61917 -1.16335 5.12555 0.00 0.01 0.00 0.30
H -1.20147 1.21371 3.17557 0.00 0.06 0.03 0.67
```
Positions in Å, forces in eV/Å.

For the energy above the lowest of the compared OMol25 structures with the same formula, charge and spin, the calculation gives 1.7 kcal per mole. Its charge is -2. Its spin multiplicity is 1. The calculation puts the strongest force on any atom at 0.63 eV Å⁻¹. The HOMO energy comes out at -3.07 eV.

---

No. 2
# C5H17NO2

A cluster of 3 separate species, C5H17NO2 in total in a non-equilibrium geometry (ωB97M-V/def2-TZVPD, the Open Molecules 2025 dataset).

```
25
Properties=species:S:1:pos:R:3:forces:R:3:mulliken_charge:R:1
C -0.90844 0.86176 -1.74797 -1.09 -3.07 -2.97 -1.34
C -0.85431 -0.76962 -1.74093 1.40 2.71 0.79 -0.40
C -1.46746 -1.30714 -0.44333 -1.60 1.61 -0.51 -0.78
C -0.60045 -1.26519 0.76851 0.03 -0.21 2.84 0.22
N -1.14294 -0.25284 1.83734 2.14 1.21 -6.39 -0.39
C -0.17172 0.79096 2.08831 -0.91 1.36 2.02 -0.62
H -1.88670 1.20086 -2.12242 -0.10 -0.10 1.07 0.38
H -0.35070 1.12916 -2.62043 1.09 0.51 -0.43 0.43
H -0.55494 1.33950 -0.90149 0.36 0.89 1.79 0.25
H -1.44089 -1.06945 -2.59060 -0.11 -0.32 -0.39 0.36
H 0.24843 -1.04246 -1.92354 -1.62 -0.03 0.46 0.29
H -2.34140 -0.59600 -0.14744 1.06 -1.51 -0.85 0.30
H -1.82979 -2.27287 -0.70782 -0.56 -0.94 0.37 0.28
H -0.44743 -2.27300 1.33880 -0.37 1.58 -1.30 0.35
H 0.38115 -0.92378 0.46799 0.42 -0.06 0.20 -0.16
H -1.32402 -0.74549 2.58707 -0.98 -2.85 4.79 0.22
H -0.46098 1.21597 3.19942 1.53 -0.99 -2.59 0.30
H 0.88678 0.50112 1.84228 -0.66 0.06 1.16 0.12
H -0.37937 1.64441 1.43339 -0.12 0.09 -0.02 0.18
O 2.77432 -0.57279 0.40094 1.14 0.90 -0.23 -0.67
H 3.71061 -0.78152 0.61239 -0.97 0.17 -0.21 0.28
H 2.80149 0.34397 -0.02548 0.22 -1.59 0.45 0.46
O 2.15021 1.78295 -0.61863 -1.25 -0.63 -1.12 -0.77
H 1.47807 1.35476 -1.23324 1.18 0.87 0.99 0.38
H 1.73047 1.70674 0.24687 -0.22 0.33 0.06 0.33
```
Positions in Å, forces in eV/Å.

For the energy above the lowest of the compared OMol25 structures with the same formula, charge and spin, the calculation gives 55.7 kcal per mole. Its charge is 0. Its spin multiplicity is 1. Its SMILES is CCCCNC.O.O. The calculation puts the strongest force on any atom at 6.85 eV Å⁻¹. The HOMO energy comes out at -8.90 eV.

---

No. 3
# CH3NOS

An isolated molecule of CH3NOS in a non-equilibrium geometry (ωB97M-V/def2-TZVPD, the Open Molecules 2025 dataset).

```
7
Properties=species:S:1:pos:R:3:forces:R:3:mulliken_charge:R:1
C 0.63315 0.16805 -0.05535 3.48 -1.56 0.08 -0.64
N -0.64274 -0.33355 0.23081 -6.86 0.05 -0.72 0.31
O -0.91212 -1.44622 0.66122 1.94 2.03 -0.50 -0.35
S -2.20074 0.76485 -0.33931 3.40 -1.87 1.18 -0.20
H 1.26093 -0.59002 -0.57878 -0.58 -0.08 0.66 0.32
H 1.21806 0.48474 0.81496 -0.51 -0.24 0.26 0.30
H 0.64347 0.95217 -0.73354 -0.86 1.67 -0.96 0.26
```
Positions in Å, forces in eV/Å.

For the energy above the lowest of the compared OMol25 structures with the same formula, charge and spin, the calculation gives 101.5 kcal per mole. Its charge is 0. Its spin multiplicity is 1. Its SMILES is C[N+]([O-])=S. The calculation puts the strongest force on any atom at 6.90 eV Å⁻¹. The HOMO energy (alpha / beta) comes out at -8.96 / -8.93 eV.

---

No. 4
# C2H8N3O2

The ion C2H8N3O2 with charge +1 in a non-equilibrium geometry (ωB97M-V/def2-TZVPD, the Open Molecules 2025 dataset).

```
15
Properties=species:S:1:pos:R:3:forces:R:3:mulliken_charge:R:1
C 2.22528 0.68526 0.44069 -1.13 0.18 -1.58 -1.01
C 1.27448 -0.36554 -0.15406 0.66 0.44 0.87 -0.16
O -0.02749 -0.31506 0.62434 0.79 -0.17 -0.46 -0.20
N -1.14625 -0.60730 -0.04573 -1.84 1.21 -0.43 -0.23
N -2.17417 0.31686 0.07506 0.97 -0.14 -1.12 1.22
N -3.39622 -0.21599 0.16555 0.91 1.06 -0.45 -0.52
O -1.93348 1.47612 -0.02922 -0.62 -0.25 0.68 -0.47
H 1.97305 0.96282 1.43941 -0.08 -0.17 0.83 0.32
H 3.20766 0.25209 0.37045 0.50 0.15 0.17 0.33
H 2.15940 1.59280 -0.16067 0.25 0.03 0.10 0.30
H 1.75952 -1.30358 0.04262 -0.56 -0.86 0.31 0.28
H 1.18924 -0.30002 -1.23376 -0.80 0.37 -0.01 0.36
H -1.50258 -1.51448 -0.29645 0.44 -0.80 0.52 0.26
H -3.44399 -1.13041 0.46630 0.16 -2.25 0.87 0.24
H -4.28669 0.22058 -0.00483 0.35 1.20 -0.30 0.28
```
Positions in Å, forces in eV/Å.

For the energy above the lowest of the compared OMol25 structures with the same formula, charge and spin, the calculation gives 176.3 kcal per mole. Its charge is +1. Its spin multiplicity is 1. Its SMILES is CCON[N+](N)=O. The calculation puts the strongest force on any atom at 2.42 eV Å⁻¹. The HOMO energy (alpha / beta) comes out at -15.04 / -15.04 eV.